C45H108N11O15 | ωB97M-V/def2-TZVPD

Properties
- Total energy: -95513.1340 eV
- Charge: +1

Last column: Mulliken charge in e.
Cartesian coordinates (Å):
1 C -2.29663 -0.26717 1.24294  1.321
2 C -1.17430 -0.58786 0.10862  1.361
3 C -1.12538 0.60502 -1.01780  -0.686
4 C -0.58551 1.88072 -0.49777  -1.297
5 C 0.85848 1.59998 -0.11668  -0.270
6 C 1.15553 0.50391 0.95963  2.427
7 N 0.19966 -0.68435 0.70831  1.575
8 O 0.43773 -1.71025 1.52625  0.179
9 C 1.08095 1.04271 2.42120  -0.398
10 C 2.62227 0.02750 0.63727  -0.988
11 C -1.54573 -1.83667 -0.69629  -0.513
12 H -3.29904 -0.23318 0.81617  -0.078
13 H -2.00373 0.74640 1.51679  -1.013
14 H -2.38071 -0.74585 2.21860  -0.737
15 H -2.10527 0.77613 -1.46346  0.447
16 H -0.53226 0.33934 -1.89286  -0.249
17 H -1.09021 2.23386 0.40150  -0.140
18 H -0.72016 2.70546 -1.19760  0.772
19 H 1.36045 2.50455 0.22664  -0.269
20 H 1.39890 1.43173 -1.04821  -0.051
21 H 1.65139 1.96785 2.50375  -0.523
22 H 1.41204 0.30937 3.15652  0.032
23 H 0.02594 1.28040 2.55746  0.007
24 H 3.31905 0.84585 0.81868  -0.239
25 H 2.75163 -0.42018 -0.34810  0.065
26 H 2.88549 -0.84372 1.23708  0.144
27 H -1.51221 -2.67670 -0.00251  -0.251
28 H -0.81532 -1.98795 -1.49109  -0.022
29 H -2.50339 -1.79035 -1.21480  0.021
30 C 6.33113 -0.35284 -1.03967  -1.500
31 C 5.54014 0.85989 -1.49304  0.674
32 C 4.74462 0.61905 -2.79322  -0.241
33 C 3.89528 1.92199 -3.23840  -0.205
34 C 2.73537 1.82422 -4.30086  0.273
35 C 3.41359 1.60773 -5.70181  -1.551
36 H 6.76342 -0.21346 -0.04881  0.410
37 H 7.14515 -0.61339 -1.71610  0.401
38 H 5.69674 -1.21381 -0.82898  0.183
39 H 4.95348 1.20444 -0.64146  -0.852
40 H 6.22742 1.65517 -1.78164  0.667
41 H 4.07073 -0.22378 -2.63955  -0.286
42 H 5.49231 0.25594 -3.49834  0.630
43 H 3.38036 2.40240 -2.40644  -0.572
44 H 4.53978 2.67685 -3.68886  0.622
45 H 2.05225 0.99524 -4.11587  -0.205
46 H 2.24502 2.79434 -4.38169  0.344
47 H 3.80056 2.54086 -6.11123  0.389
48 H 4.21898 0.87736 -5.77925  0.325
49 H 2.73716 1.17683 -6.43996  0.379
50 C 5.63324 3.17925 1.83969  -0.900
51 C 4.38575 3.82449 2.64480  -0.799
52 C 3.32039 4.27041 1.61398  0.293
53 C 3.45861 5.66483 0.91973  -0.177
54 C 3.57566 6.90673 1.85386  -0.536
55 C 3.43821 8.17842 1.13643  -1.357
56 H 5.91358 3.84497 1.02342  0.321
57 H 5.31441 2.36073 1.19434  -0.007
58 H 6.50273 2.75173 2.33901  0.410
59 H 3.94566 3.09132 3.32073  0.319
60 H 4.62756 4.63002 3.33816  0.500
61 H 2.30074 4.21572 1.99533  0.582
62 H 3.23775 3.51458 0.83297  -0.605
63 H 4.32288 5.59605 0.25912  0.427
64 H 2.57740 5.79571 0.29168  0.007
65 H 2.81858 6.75841 2.62389  0.357
66 H 4.54052 6.82649 2.35454  0.309
67 H 4.23196 8.26373 0.39429  0.330
68 H 2.43752 8.19479 0.70462  0.326
69 H 3.28029 9.00161 1.83323  0.394
70 C -4.83725 -5.28273 0.32265  -0.817
71 C -4.10645 -4.00802 0.74146  1.469
72 O -4.31872 -3.64815 2.07941  -0.512
73 O -4.00925 -6.44019 0.61329  -0.536
74 H -5.05502 -5.29546 -0.74530  0.269
75 H -5.82236 -5.47725 0.74669  0.306
76 H -4.21124 -3.16664 0.05648  -0.634
77 H -3.03353 -4.20027 0.74260  -0.113
78 H -4.28327 -4.43934 2.62196  0.308
79 H -3.76914 -6.39063 1.54146  0.321
80 C -6.90791 -2.31435 -2.56965  -0.083
81 C -7.17127 -3.26226 -3.70785  -0.605
82 O -6.42809 -2.82337 -4.87057  -0.563
83 O -5.49662 -2.25413 -2.33652  -0.433
84 H -7.43167 -2.70267 -1.69616  0.312
85 H -7.21496 -1.30673 -2.84988  0.119
86 H -8.21260 -3.53564 -3.87813  0.399
87 H -6.66626 -4.15085 -3.32905  0.263
88 H -5.64670 -2.47933 -4.43163  0.313
89 H -5.39889 -1.78461 -1.50489  0.292
90 O 2.80440 -0.40112 5.31678  -0.614
91 C 2.87606 -1.64330 5.30683  0.368
92 N 2.01180 -2.40911 4.67646  0.089
93 C 4.07329 -2.27802 6.07942  -1.121
94 H 1.08668 -2.00382 4.67774  0.165
95 H 2.02087 -3.41460 4.58145  0.187
96 H 4.95406 -1.65836 5.91099  0.277
97 H 4.25077 -3.31109 5.78049  0.337
98 H 3.74895 -2.19835 7.11699  0.397
99 O 0.46984 -5.29007 0.13470  -0.584
100 C -0.03293 -5.80296 1.10631  0.724
101 N 0.00316 -5.11893 2.23550  -0.114
102 C -0.63638 -7.26124 1.08209  -1.200
103 H -0.22405 -5.59917 3.09449  0.187
104 H 0.42357 -4.20448 2.15096  -0.023
105 H -1.61897 -7.24684 0.61047  0.240
106 H -0.68344 -7.63095 2.10639  0.412
107 H 0.10238 -7.92704 0.63593  0.347
108 O 1.91983 -2.10926 -2.14676  -0.417
109 C 2.21602 -3.23188 -2.65210  0.634
110 N 2.83130 -4.24078 -2.04349  -0.311
111 C 2.08585 -3.40588 -4.18597  -1.047
112 H 3.25312 -4.94907 -2.62702  0.188
113 H 2.79824 -4.36823 -1.04210  0.177
114 H 2.75027 -2.71507 -4.70505  0.261
115 H 1.08483 -3.08602 -4.47536  0.124
116 H 2.38879 -4.43022 -4.40290  0.445
117 O 4.15530 -2.87789 1.68540  -0.529
118 C 5.14147 -2.47378 2.20603  0.717
119 N 5.15354 -1.43615 3.05075  -0.059
120 C 6.52887 -3.15439 1.78379  -1.151
121 H 6.01131 -1.15514 3.50391  0.220
122 H 4.24320 -1.04962 3.25570  -0.056
123 H 6.90765 -2.48234 1.01375  0.229
124 H 6.32394 -4.16291 1.42464  0.285
125 H 7.21313 -3.25226 2.62659  0.421
126 O -1.81985 2.97863 2.85275  -0.563
127 C -2.91626 2.73867 3.23313  0.757
128 N -3.13023 2.30254 4.43230  -0.382
129 C -4.02403 2.72924 2.15548  -0.476
130 H -4.12024 2.33123 4.63013  0.192
131 H -2.44251 2.11605 5.14809  0.246
132 H -4.52566 3.69372 2.07639  0.412
133 H -4.77740 2.02164 2.50164  -0.008
134 H -3.64330 2.23940 1.25927  -0.052
135 O -0.74718 -1.36900 4.42355  -0.819
136 C -1.62759 -2.22199 4.62563  0.958
137 N -1.24966 -3.42828 4.93213  -0.293
138 C -3.06183 -1.97265 4.92698  -0.831
139 H -1.90095 -4.11487 5.28499  0.214
140 H -0.25657 -3.60993 4.90249  0.067
141 H -3.13881 -1.00985 5.43214  0.237
142 H -3.57469 -2.80015 5.41719  0.469
143 H -3.61590 -1.74985 4.01513  -0.093
144 O -5.76930 -0.61317 -0.19640  -0.315
145 C -6.22567 -0.33098 0.93891  0.708
146 N -6.03752 -1.10282 1.97886  -0.077
147 C -7.01903 0.92607 1.17782  -1.530
148 H -6.37632 -0.83161 2.89087  0.194
149 H -5.54266 -1.97616 1.86708  -0.062
150 H -8.10277 0.82537 1.23681  0.398
151 H -6.76472 1.70246 0.45627  0.225
152 H -6.88466 1.19173 2.22637  0.448
153 O 0.33098 6.81229 -2.37032  -0.689
154 C 1.23882 6.01984 -2.22927  0.733
155 N 0.91684 4.87178 -1.71370  0.200
156 C 2.72875 6.33976 -2.58545  -0.609
157 H 0.12660 4.80136 -1.08869  0.072
158 H 1.50835 4.05617 -1.78456  -0.240
159 H 2.95310 6.74608 -3.57169  0.376
160 H 3.30772 5.41915 -2.51214  0.089
161 H 3.15090 7.04906 -1.87356  0.097
162 O -0.52924 1.13438 -4.81047  -0.561
163 C -1.12685 0.10838 -4.98908  0.770
164 N -0.78314 -1.01395 -4.38740  0.085
165 C -2.29124 -0.00751 -5.94776  -1.008
166 H 0.00142 -1.14706 -3.76541  -0.202
167 H -1.26655 -1.83711 -4.71724  0.225
168 H -3.06201 0.53358 -5.39889  0.035
169 H -2.78772 -0.97760 -5.97081  0.367
170 H -2.12423 0.44068 -6.92721  0.292
171 O -4.46738 2.21181 -2.07820  -0.547
172 C -5.20445 2.08824 -3.13795  0.603
173 N -6.02154 1.07335 -3.23292  -0.175
174 C -5.10075 3.12473 -4.28803  -1.133
175 H -6.08182 0.53006 -2.38362  0.027
176 H -6.80737 0.93702 -3.85259  0.237
177 H -4.76023 4.02572 -3.77777  0.294
178 H -6.05139 3.45820 -4.70419  0.423
179 H -4.43434 2.79758 -5.08614  0.236